DFT (the ωB97M-V functional and the def2-TZVPD basis) results for 2 unconnected molecules or ions with the total composition C3H9NO2 at a distorted geometry.

As for the net charge: 0. The value obtained for the HOMO energy is -8.793 eV. The orbital gap is 9.490 eV. The total energy comes out at -324.85818 a.u. As for the SMILES: C=CO.NCO. As for the lowest unoccupied orbital energy: 0.026 hartree.

Last column: Löwdin charge in e.
Element x y z (Å)
C  -1.803  -0.028  -0.199  0.008
C  -1.587  1.213  -0.727  -0.292
O  -0.448  1.532  -1.375  -0.046
H  -2.789  -0.329  0.115  0.038
H  -0.925  -0.747  -0.065  0.053
H  -2.452  1.886  -0.921  0.110
H  -0.611  2.300  -2.021  0.148
N  1.379  -1.197  1.623  0.016
C  1.532  -0.371  0.285  -0.282
O  1.025  -1.066  -0.851  -0.077
H  0.365  -1.053  1.893  0.072
H  1.769  -0.572  2.233  -0.002
H  2.613  -0.142  0.237  0.113
H  0.951  0.541  0.375  0.081
H  0.980  -1.966  -0.601  0.061

Cartesian forces, eV/Å:
2.0 0.9 0.0
-2.2 -2.1 -0.5
0.4 2.2 -1.3
0.0 0.2 0.3
-1.7 1.1 -0.5
0.7 -0.4 0.4
0.3 -1.8 1.7
-2.9 0.0 -3.7
-0.2 -1.1 1.5
0.7 1.5 0.6
1.2 -0.6 -0.6
1.9 1.7 2.3
-0.5 -0.2 -0.4
0.1 0.2 -0.2
0.1 -1.6 0.3

=====

DFT (the ωB97M-V functional and the def2-TZVPD basis) results for 7 unconnected molecules or ions with the total composition C18H48N6O10S at a distorted geometry.

As for the net charge: +4. The value obtained for the HOMO energy is -20.231 eV. The orbital gap is 10.103 eV. The total energy comes out at -2192.38158 a.u. As for the lowest unoccupied orbital energy: -0.372 hartree.

Last column: Löwdin charge in e.
Element x y z (Å)
S  14.962  -12.201  11.369  0.342
O  15.999  -13.090  11.995  -0.416
O  15.390  -10.801  11.621  -0.382
O  14.891  -12.486  9.931  -0.347
O  13.672  -12.462  12.062  -0.371
C  12.823  -10.209  6.631  0.039
C  14.246  -10.629  6.820  -0.375
O  14.962  -11.103  6.020  0.212
N  14.876  -10.209  8.176  0.064
H  14.212  -9.624  8.683  0.159
H  14.887  -11.051  8.804  0.106
C  16.226  -9.606  8.015  0.025
H  12.806  -9.789  5.619  0.122
H  12.453  -9.410  7.269  0.091
H  12.156  -11.068  6.568  0.109
H  16.824  -10.289  7.419  0.107
H  16.693  -9.630  8.998  0.089
H  16.121  -8.614  7.595  0.119
C  11.040  -13.642  10.259  0.042
C  10.304  -12.902  11.336  -0.388
O  9.211  -13.121  11.707  0.222
N  11.080  -11.759  12.018  0.070
H  12.104  -12.058  11.914  0.085
H  10.899  -10.881  11.534  0.186
C  10.802  -11.768  13.478  0.009
H  11.703  -12.938  9.749  0.084
H  10.313  -14.024  9.549  0.113
H  11.642  -14.439  10.690  0.093
H  11.293  -12.613  13.952  0.099
H  9.745  -11.766  13.723  0.114
H  11.230  -10.865  13.914  0.099
C  18.615  -10.997  12.844  0.032
C  19.567  -12.134  12.639  -0.364
O  20.552  -12.384  13.222  0.236
N  18.840  -13.376  11.992  0.070
H  19.057  -14.224  12.512  0.176
H  17.811  -13.192  12.013  0.091
C  19.237  -13.430  10.553  0.017
H  17.890  -10.881  12.038  0.062
H  19.148  -10.048  12.904  0.116
H  18.123  -11.187  13.799  0.110
H  18.640  -14.211  10.081  0.086
H  20.276  -13.711  10.408  0.119
H  19.005  -12.481  10.079  0.112
C  16.390  -7.651  12.413  0.041
C  15.532  -7.847  13.605  -0.390
O  15.471  -7.167  14.565  0.225
N  14.526  -9.013  13.527  0.067
H  13.662  -8.683  13.097  0.185
H  14.923  -9.649  12.775  0.084
C  14.496  -9.843  14.769  0.023
H  16.946  -8.566  12.184  0.071
H  17.058  -6.804  12.519  0.118
H  15.777  -7.527  11.513  0.107
H  13.934  -10.735  14.516  0.070
H  14.146  -9.223  15.593  0.116
H  15.518  -10.072  15.069  0.108
C  15.573  -16.114  10.136  0.030
C  16.142  -16.857  8.940  -0.392
O  15.757  -16.717  7.838  0.225
N  17.198  -17.937  9.171  0.090
H  18.006  -17.793  8.555  0.198
H  17.553  -17.841  10.125  0.166
C  16.572  -19.319  9.109  0.057
H  16.060  -15.150  10.289  0.069
H  15.705  -16.750  11.020  0.084
H  14.510  -15.949  9.986  0.104
H  16.308  -19.595  8.094  0.123
H  15.662  -19.265  9.706  0.112
H  17.257  -20.022  9.574  0.118
C  16.389  -13.975  15.754  0.049
C  15.050  -13.909  15.097  -0.390
O  14.199  -13.109  15.265  0.179
N  14.930  -14.797  13.867  0.064
H  15.423  -14.261  13.086  0.106
H  15.478  -15.651  13.993  0.169
C  13.509  -15.234  13.583  0.038
H  16.436  -13.271  16.582  0.115
H  17.128  -13.668  15.009  0.087
H  16.637  -14.952  16.172  0.114
H  13.165  -15.818  14.429  0.122
H  13.574  -15.811  12.665  0.092
H  12.962  -14.320  13.390  0.060

Cartesian forces, eV/Å:
0.0 0.5 0.3
0.3 -0.8 0.3
-0.2 0.0 -0.4
-0.1 0.3 0.1
0.3 -0.1 -0.2
0.1 0.2 -0.8
-0.4 0.8 -0.2
0.2 -0.4 0.3
-0.7 -0.7 0.3
0.2 0.5 -0.3
0.4 -0.2 -0.3
0.2 -0.7 0.8
0.0 -0.1 0.0
0.1 -0.3 0.4
0.0 0.0 0.3
-0.2 0.2 -0.5
-0.1 0.5 0.0
0.2 0.0 -0.1
0.2 1.0 -0.1
-0.6 -0.5 -0.5
-0.2 0.1 0.3
0.8 -1.8 0.1
-0.4 0.9 -0.1
-0.1 0.1 0.2
0.0 1.1 0.8
0.1 -0.2 0.0
0.0 -0.2 0.1
0.0 -0.1 0.0
0.0 -0.2 -0.3
-0.1 -0.1 -0.4
0.0 0.0 -0.1
0.4 0.8 -1.1
-1.1 -1.0 2.2
0.7 0.3 -0.7
-0.1 1.2 -0.8
0.4 0.1 0.0
0.0 -0.2 0.1
-0.3 -1.0 -0.4
-0.2 -0.3 0.1
0.2 -0.2 0.3
-0.1 0.0 0.0
-0.1 0.2 -0.1
0.1 0.3 0.4
0.1 0.1 0.1
0.0 -0.8 -0.8
-0.6 1.2 0.5
0.1 -0.3 0.2
2.1 -0.8 -1.6
-0.4 0.1 0.8
-0.4 0.0 0.3
-0.2 0.9 0.2
0.1 0.1 0.2
-0.1 0.1 0.2
-0.1 0.2 0.2
-0.1 0.0 0.5
-0.6 -0.3 -0.1
0.1 -0.2 -0.5
0.7 -1.1 0.4
-1.0 0.7 -0.5
0.3 -0.1 -0.3
0.1 0.2 1.0
-0.3 -0.3 -0.4
0.1 0.0 -0.1
-0.2 -0.1 0.1
0.1 0.0 -0.1
-0.1 0.3 0.1
0.0 0.0 -0.3
0.2 0.2 -0.1
0.0 0.0 0.0
0.1 -0.1 -0.2
-0.1 0.0 0.4
0.7 0.8 -0.3
-0.4 -0.3 0.1
0.1 -0.9 0.4
-0.8 0.3 -0.1
0.1 0.1 0.3
0.9 0.6 -0.6
-0.2 0.1 -0.1
0.1 -0.2 0.0
0.0 -0.1 -0.3
-0.2 0.0 0.0
-0.3 -0.2 0.1
-0.3 -0.1 0.2

=====

DFT (the ωB97M-V functional and the def2-TZVPD basis) results for 2 unconnected molecules or ions with the total composition C5H8INS at a distorted geometry.

As for the net charge: 0. The value obtained for the HOMO energy is -8.439 eV. The orbital gap is 8.940 eV. The total energy comes out at -945.89162 a.u. As for the SMILES: C[C@@H]1S[C@H]1I.CC#N. As for the lowest unoccupied orbital energy: 0.018 hartree.

Last column: Löwdin charge in e.
Element x y z (Å)
C  -1.296  2.327  0.330  -0.295
C  1.120  -2.059  -0.870  -0.656
C  1.807  -1.021  -0.127  -1.082
C  -1.705  3.568  0.833  -0.094
C  -0.207  -2.707  -0.419  -0.112
N  -1.003  1.294  -0.012  0.163
S  2.565  -2.681  0.124  0.693
I  3.198  0.393  -0.903  0.743
H  1.323  -2.085  -1.967  0.109
H  1.359  -0.692  0.849  0.054
H  -2.313  3.543  1.676  0.052
H  -2.254  4.297  0.162  0.111
H  -0.892  4.248  1.234  0.110
H  -0.232  -2.538  0.662  0.074
H  -0.401  -3.699  -0.727  0.056
H  -1.070  -2.189  -0.847  0.073

Cartesian forces, eV/Å:
-0.4 1.1 0.3
-0.2 -1.6 -1.6
0.3 0.0 2.3
0.6 4.8 -0.2
0.1 2.8 0.3
0.8 -2.5 -0.9
-0.3 0.3 -0.4
-0.7 -0.1 -0.1
-0.1 0.1 1.0
0.3 0.0 -1.4
-1.4 -0.9 1.5
0.6 -1.4 0.1
-0.2 -1.2 -0.7
-0.3 -0.6 -0.1
0.7 -1.3 0.0
0.1 0.5 0.0

=====

DFT (the ωB97M-V functional and the def2-TZVPD basis) results for C13H14 in the gas phase at a distorted geometry.

As for the net charge: 0. The value obtained for the HOMO energy (alpha / beta) is -8.395 / -7.802 eV. The orbital gap (alpha / beta) is 8.657 / 7.337 eV. The total energy comes out at -503.55409 a.u. As for the lowest unoccupied orbital energy (alpha / beta): 0.010 / -0.017 hartree.

Last column: Löwdin charge in e.
Element x y z (Å)
C  4.159  -0.749  0.209  -0.096
C  4.101  0.618  0.003  -0.090
C  2.990  -1.496  0.224  -0.083
C  2.882  1.241  -0.199  -0.048
C  1.770  -0.876  0.041  -0.033
C  1.703  0.501  -0.176  -0.237
C  -2.529  -1.267  0.366  0.039
C  -0.783  0.640  -0.156  0.094
C  -2.206  -2.305  -0.349  -0.053
C  -2.121  0.286  0.157  -0.577
C  0.414  1.165  -0.359  -0.051
C  -2.553  1.015  1.441  -0.057
C  -3.068  0.639  -1.013  -0.055
H  5.112  -1.235  0.358  0.099
H  5.009  1.204  -0.001  0.101
H  3.033  -2.565  0.379  0.103
H  2.844  2.309  -0.362  0.108
H  0.851  -1.447  0.063  0.103
H  -2.624  -3.265  -0.081  0.045
H  -1.557  -2.340  -1.222  0.066
H  0.453  2.194  -0.713  0.113
H  -1.946  0.689  2.280  0.085
H  -2.442  2.092  1.327  0.086
H  -3.592  0.782  1.653  0.081
H  -3.043  1.709  -1.202  0.085
H  -2.775  0.112  -1.915  0.084
H  -4.082  0.348  -0.751  0.085

Cartesian forces, eV/Å:
0.1 0.0 0.0
0.1 0.0 0.0
0.0 -0.1 0.0
-0.1 0.0 0.0
0.1 0.2 0.0
0.3 -0.3 0.1
1.6 1.4 -0.5
1.2 -0.1 -0.1
-0.1 -0.8 0.0
-1.6 -0.4 0.4
-1.5 -0.4 0.0
0.1 0.1 -0.2
0.1 0.4 0.0
0.1 0.0 0.0
0.1 0.0 0.0
0.0 0.0 0.0
0.0 0.1 0.0
-0.1 -0.1 0.0
-0.1 -0.2 0.0
0.1 0.3 0.1
0.0 0.1 0.0
0.1 0.0 0.1
0.0 0.1 0.0
-0.1 0.0 0.0
0.0 0.2 0.0
0.0 0.0 -0.1
-0.1 -0.1 0.0

=====

DFT (the ωB97M-V functional and the def2-TZVPD basis) results for 2 unconnected molecules or ions with the total composition C12H13F4NO2 at a distorted geometry.

As for the net charge: 0. The value obtained for the HOMO energy is -8.085 eV. The orbital gap is 5.524 eV. The total energy comes out at -1069.65835 a.u. As for the SMILES: O=C1C(F)=C(F)C(=O)C(F)=C1F.CN1CCCCC1. As for the lowest unoccupied orbital energy: -0.094 hartree.

Last column: Löwdin charge in e.
Element x y z (Å)
F  -2.379  1.608  1.767  0.126
C  -1.218  0.925  1.902  -0.101
C  -1.224  -0.355  2.332  -0.105
F  -2.378  -0.989  2.612  0.132
C  0.004  -1.126  2.511  -0.239
O  0.003  -2.334  2.783  0.160
C  1.233  -0.360  2.322  -0.102
F  2.388  -0.998  2.594  0.132
C  1.228  0.921  1.892  -0.093
F  2.394  1.594  1.745  0.125
C  0.005  1.688  1.683  -0.246
O  0.003  2.934  1.574  0.098
C  -0.032  0.821  -1.520  -0.079
N  -0.022  2.177  -1.045  -0.231
C  -1.254  2.935  -1.152  -0.188
C  -1.238  4.156  -2.074  -0.176
C  0.023  4.995  -1.902  -0.204
C  1.292  4.153  -1.962  -0.175
C  1.219  2.916  -1.062  -0.194
H  0.971  0.523  -1.865  0.090
H  -0.330  0.141  -0.703  0.067
H  -0.758  0.682  -2.343  0.089
H  -2.053  2.230  -1.428  0.124
H  -1.455  3.276  -0.124  0.103
H  -1.331  3.820  -3.112  0.111
H  -2.124  4.756  -1.845  0.111
H  0.061  5.764  -2.680  0.108
H  -0.018  5.516  -0.936  0.117
H  1.490  3.828  -2.990  0.111
H  2.154  4.744  -1.636  0.112
H  1.338  3.252  -0.021  0.096
H  2.031  2.208  -1.280  0.121

Cartesian forces, eV/Å:
1.2 -0.7 0.1
-2.0 -0.5 0.2
-1.6 0.7 -0.3
1.0 0.5 -0.3
0.0 -2.9 0.5
0.0 2.6 -0.5
1.6 0.7 -0.3
-1.0 0.5 -0.3
2.0 -0.5 0.2
-1.2 -0.7 0.1
0.0 3.7 0.1
0.0 -3.0 1.0
-0.2 -0.3 -0.3
0.1 -0.3 -1.2
-0.1 0.0 0.9
0.0 -0.4 -0.2
0.0 0.1 0.1
0.1 -0.5 -0.2
0.1 0.2 0.8
-0.4 0.0 0.1
0.1 -0.2 -0.3
0.4 -0.1 0.2
0.1 0.3 0.1
-0.3 0.2 -0.2
0.1 0.1 0.0
0.0 0.0 -0.1
0.0 0.0 0.2
0.0 -0.1 -0.1
-0.1 0.1 0.0
-0.1 0.0 -0.1
0.4 0.2 -0.2
-0.1 0.3 0.1

=====

DFT (the ωB97M-V functional and the def2-TZVPD basis) results for a molecular structure, C2H15CdO7 at a distorted geometry.

As for the net charge: -1. The value obtained for the HOMO energy is -3.466 eV. The orbital gap is 3.437 eV. The total energy comes out at -779.32126 a.u. As for the lowest unoccupied orbital energy: -0.001 hartree.

Last column: Löwdin charge in e.
Element x y z (Å)
Cd  1.609  0.123  0.242  1.233
C  -4.076  0.426  -1.399  -0.165
C  -3.774  0.092  0.026  -0.520
O  -2.391  -0.182  0.314  -0.397
H  -5.088  0.821  -1.485  0.047
H  -3.978  -0.477  -2.001  0.058
H  -3.540  1.338  -1.663  0.059
H  -4.421  -0.697  0.409  0.078
H  -4.008  1.031  0.528  0.067
O  2.303  1.022  3.281  -0.541
H  2.180  1.650  4.020  -0.142
O  2.593  -2.817  0.910  -0.496
H  2.301  -3.325  0.128  -0.145
O  4.747  0.742  -0.840  -0.094
H  5.135  -0.063  -1.184  0.030
H  5.374  1.427  -1.068  0.025
O  -0.314  -2.738  4.184  -0.057
H  -0.695  -3.607  4.058  0.018
H  -0.764  -2.184  3.546  0.032
O  1.077  -1.038  -2.821  -0.107
H  0.385  -1.699  -2.856  0.035
H  1.420  -1.002  -3.715  0.023
O  1.182  3.375  -0.737  -0.096
H  1.144  3.705  -1.635  0.025
H  1.600  4.079  -0.241  0.030

Cartesian forces, eV/Å:
0.2 -1.1 1.6
-0.7 0.1 -0.3
3.0 0.9 1.2
-1.6 -0.3 -0.7
-0.7 -0.5 0.1
0.4 0.4 -0.6
0.9 -0.6 -0.5
-0.2 -0.3 0.1
-0.5 0.2 0.8
0.2 -0.2 -0.5
-0.3 -0.1 -0.8
-0.5 1.2 -0.9
0.1 0.4 0.4
-0.3 0.1 0.0
0.0 -0.4 0.0
0.1 0.2 0.0
0.0 -0.1 0.4
0.0 -0.2 -0.1
0.0 0.3 -0.3
0.2 0.2 0.2
-0.3 -0.1 0.2
0.1 0.1 -0.2
0.0 -0.3 0.0
-0.1 0.0 -0.3
0.1 0.1 0.3

=====

ΔE to the lowest compared entry with this formula, charge and spin? In order: 71.8, 13.2, 6.0, 86.3, 0.0, 131.8 kcal/mol.